A 12-piece molecular cluster, C36H94N2O32S10 overall, computed with ωB97M-V with the def2-TZVPD basis set.

Calculated values
Strongest force on any atom, eV/Å: 3.4
HOMO level, eV: -9.42
SMILES string: CCOS(C)(=O)=O.CCOS(C)(=O)=O.CCOS(C)(=O)=O.CCOS(C)(=O)=O.CCOS(C)(=O)=O.CCOS(C)(=O)=O.CCOS(C)(=O)=O.CCOS(C)(=O)=O.CCOS(C)(=O)=O.CCOS(C)(=O)=O.CNC(C)=O.CNC(C)=O
Total energy, Ha: -7927.001814

XYZ file:
```
174
Properties=species:S:1:pos:R:3:mulliken_charge:R:1
H -0.23 -1.24 0.31 -0.45
H 3.33 1.33 4.97 -0.15
H 1.05 2.24 -2.40 -0.32
O 2.21 6.96 -4.87 -0.65
O 0.15 5.92 -3.86 -0.52
H -6.73 -0.19 7.16 0.32
H 0.28 5.08 4.24 0.26
C 0.87 4.16 4.23 -0.57
H -4.86 0.48 -1.45 0.20
H 0.18 -6.04 0.01 0.08
O 0.59 2.36 6.51 -0.63
H -1.95 1.08 -7.04 0.34
O 2.23 -0.23 0.93 0.05
H -3.04 -2.65 4.89 0.57
H 1.42 4.07 5.19 0.48
C -4.12 0.78 -4.69 0.43
H -2.81 -1.66 -0.55 0.38
H 4.51 1.86 6.18 0.48
H 5.88 2.41 -4.05 0.36
O -3.72 4.52 -3.81 -0.37
C 3.48 -0.47 -5.26 -1.27
O 2.09 -5.87 -1.28 -0.06
H 2.78 -8.04 -2.90 0.31
C -2.84 -1.79 4.25 -0.77
H -4.96 -1.49 3.84 0.39
O -4.59 2.94 -2.19 -0.58
C 1.56 7.56 -2.41 -0.90
O -4.58 -2.13 -1.47 -0.51
H -1.12 -5.97 5.32 0.33
H -0.41 -4.40 5.93 0.26
S -5.37 0.80 5.51 1.19
S 0.52 -4.60 1.83 0.93
H 4.95 0.95 -2.61 0.22
S 2.90 -4.84 -2.18 1.21
O 0.05 2.99 4.27 -0.08
H -4.43 6.46 -5.05 0.33
H -1.52 1.65 1.94 0.53
C 4.50 -2.36 1.12 0.32
O 1.86 -5.16 1.82 -0.79
H 1.60 -3.32 -1.00 -0.12
H -3.10 -3.14 -3.68 0.07
C 5.63 1.49 -4.55 -1.13
S -1.78 -0.22 -5.17 1.30
C -1.74 3.45 6.25 -1.15
H 5.08 1.69 -5.43 0.39
S -4.35 -3.63 -1.86 1.00
H -1.20 3.89 -2.69 -0.27
O -4.28 -0.29 5.40 -0.20
H 0.28 -6.06 6.26 0.40
S 1.53 6.36 -3.73 1.03
C -3.43 6.25 -5.42 -1.28
O 0.26 -3.25 1.35 -0.67
H -1.26 4.24 6.77 0.46
C 1.65 4.14 2.89 -0.70
H -0.31 0.47 -6.73 0.36
H 6.01 -1.31 -0.10 0.46
C 2.46 -8.31 -1.91 -1.11
C -0.86 0.79 1.79 -0.18
C 5.33 -1.10 0.69 -0.50
C -3.50 -1.22 -1.27 0.70
H 1.23 4.73 -1.73 0.27
H 1.04 7.13 -1.52 0.29
H 1.18 -0.08 4.49 -0.55
H 2.83 1.73 -1.06 -0.04
H -6.71 1.59 7.20 0.39
H -1.58 -0.65 -7.45 0.37
H 4.18 -1.22 -5.65 0.41
H 2.30 2.79 0.24 0.28
O 2.44 5.18 -3.27 -0.46
O 4.11 -4.45 -1.50 -0.66
H 1.65 -4.94 4.39 0.24
H -2.63 6.22 -3.42 0.30
C 1.62 -3.56 -2.05 -0.46
O 5.56 -0.45 5.15 -0.64
H -0.07 -1.36 -2.14 0.25
H 1.43 -0.64 -1.47 -0.12
H 0.93 4.23 2.08 0.20
H 2.40 -7.23 0.14 0.26
C 2.79 -1.47 4.20 -0.59
H -1.88 4.93 -4.44 0.20
H -4.88 -3.16 -4.09 0.28
O -1.35 0.84 -4.31 -0.48
H -0.55 -6.62 1.48 0.50
O -1.23 -1.52 -4.94 -0.72
S 4.42 -0.46 6.06 1.20
C 1.94 4.19 -2.39 -0.31
H -4.55 -0.04 0.18 0.51
H -2.77 -2.21 3.22 0.26
C -5.55 0.30 -4.40 -1.36
O -3.13 -4.09 -1.16 -0.49
H -1.94 2.31 -2.56 -0.38
C 3.07 2.09 -0.08 -1.37
H 5.19 -3.16 1.54 0.51
H -5.31 0.78 7.84 0.32
H 2.81 3.95 -1.79 0.25
S -0.48 2.36 5.59 0.97
H 0.71 -4.06 -2.38 0.42
C 1.36 2.99 -3.12 -0.08
H -6.03 -0.21 -5.22 0.39
C -0.44 -5.78 0.86 -0.88
H 0.81 -6.48 3.98 0.40
H 0.54 3.20 -3.78 0.51
O 3.07 -5.28 -3.53 -0.67
H 2.89 1.20 6.74 0.25
H 0.59 -1.79 4.37 -0.11
C 3.71 1.12 6.01 -0.39
H -3.91 -0.13 3.40 0.39
H -3.93 -4.66 -4.03 0.40
H 3.53 0.34 -6.03 0.37
H 0.07 0.83 2.41 -0.67
N -0.28 -0.40 -0.25 1.39
H 2.92 -9.21 -1.46 0.39
H 2.61 7.82 -2.28 0.35
H -5.52 -0.32 -3.53 0.22
H 2.24 3.21 2.77 -0.03
O -6.41 0.46 4.56 -0.70
H 3.77 -2.05 1.85 -0.71
C 0.67 -5.45 4.28 -0.19
H 5.85 -0.74 1.56 0.38
H 3.82 -6.79 -0.85 0.51
C -2.79 5.53 -4.28 0.16
H -4.12 1.36 -5.58 0.56
H -3.64 5.55 -6.25 0.31
H 2.19 2.56 -3.69 0.22
H 2.26 5.05 2.94 0.46
O 0.03 -4.65 3.30 0.21
H -1.38 -0.17 1.99 -0.10
C -0.21 -5.40 5.52 -1.27
O 3.37 -0.82 -2.93 -0.37
O 4.64 -0.97 7.37 -0.68
H 2.47 -0.93 -5.21 0.19
C -4.12 0.03 -0.77 -1.07
C 2.76 -7.11 -0.89 -0.57
O -1.11 1.15 5.15 -0.37
H 0.10 0.38 -2.16 -1.11
O 4.54 0.01 0.14 -0.26
H 1.87 -2.71 -2.72 0.21
H -2.43 3.89 5.51 0.32
H 2.98 -2.51 3.85 0.13
O -5.56 -4.32 -1.61 -0.65
S 3.37 0.61 1.00 1.02
O 3.21 -1.39 5.57 -0.48
N 4.84 0.76 -3.58 0.02
C 3.90 -0.16 -3.83 0.51
H 3.95 -2.90 0.34 -0.21
H -2.83 7.13 -5.66 0.34
C -4.06 -0.92 4.11 -0.51
S -3.55 3.96 -2.27 1.35
H -3.05 -1.07 -2.24 -0.13
H -2.26 2.79 7.02 0.32
O 3.79 1.12 2.32 -0.73
C 0.34 -0.52 -1.58 0.60
O 0.03 1.83 -0.22 -0.06
C -1.37 0.20 -6.77 -1.13
H 1.38 -8.45 -1.91 0.28
C 1.34 -1.05 4.06 1.69
O -4.83 2.11 5.34 -0.58
H 4.01 2.68 -0.08 0.64
H 1.12 -0.93 2.98 -0.65
H -1.42 -5.37 0.64 0.24
O -3.53 5.08 -1.39 -0.72
H -3.64 1.38 -3.92 -0.34
H -1.89 -1.40 4.66 0.00
C -6.11 0.69 7.10 -1.01
H -1.77 3.33 -1.11 -0.09
O -3.35 -0.40 -4.98 -0.32
H 0.92 8.35 -2.77 0.38
H 6.56 0.99 -4.87 0.30
H -3.22 0.67 -0.72 -0.01
C -4.04 -3.64 -3.60 -0.63
H -6.16 1.17 -4.13 0.35
C -0.32 0.79 0.36 0.33
C -1.97 3.31 -2.20 0.67
H 3.49 -0.88 3.67 0.49
```